Entry 1:
81
Properties=species:S:1:pos:R:3:lowdin_charge:R:1 method="wB97M-V/def2-TZVPD" orbital_gap_ev="6.157 / 6.081" total_energy_ha=-2085.3212 multiplicity=1 e_lumo_ha="-0.02953 / -0.03247" mol_weight_g_mol=647.010 e_above_lowest_ev=0.242
Pd 0.22 0.83 -0.23 0.695
C -3.91 -1.80 -0.71 -0.011
N -3.82 -0.37 -0.95 -0.109
C -4.62 0.36 -1.80 -0.023
C -4.14 1.63 -1.81 -0.020
N -3.05 1.66 -0.95 0.004
C -2.85 0.42 -0.44 -0.649
S -1.66 -0.12 0.66 0.783
C -2.29 2.83 -0.69 -0.255
C -2.96 4.01 -0.42 0.012
C -2.20 5.16 -0.28 -0.035
C -0.82 5.08 -0.41 -0.029
C -0.24 3.85 -0.66 -0.100
N -0.97 2.73 -0.80 0.076
H -4.82 -2.17 -1.18 0.097
H -3.93 -1.99 0.36 0.086
H -3.03 -2.29 -1.14 0.099
H -5.43 -0.08 -2.34 0.130
H -4.45 2.49 -2.36 0.131
H -4.03 4.02 -0.31 0.121
H -2.68 6.11 -0.06 0.116
H -0.19 5.96 -0.32 0.115
H 0.83 3.72 -0.74 0.095
C 3.54 1.11 2.07 -0.058
C 2.40 1.46 3.03 -0.368
C 1.41 2.47 2.46 -0.071
C 1.68 0.24 3.58 -0.140
C 1.61 0.11 4.96 -0.041
C 0.95 -0.95 5.56 -0.077
C 0.33 -1.88 4.77 -0.046
C 0.36 -1.80 3.38 -0.137
C -0.41 -2.85 2.59 -0.398
C -1.88 -2.90 3.02 -0.083
C 0.22 -4.23 2.73 -0.056
C 1.07 -0.74 2.78 -0.169
N 1.13 -0.65 1.37 -0.014
C 1.59 -1.68 0.72 -0.105
C 1.43 -1.84 -0.68 -0.322
C 1.87 -2.89 -1.49 -0.036
C 1.39 -2.62 -2.76 -0.042
C 0.67 -1.42 -2.68 -0.270
N 0.68 -0.96 -1.42 0.034
C 0.00 -0.67 -3.81 -0.542
C -1.45 -0.34 -3.44 -0.052
C 0.75 0.64 -4.07 -0.039
C 0.01 -1.51 -5.08 -0.063
H 4.11 2.01 1.83 0.083
H 3.18 0.69 1.14 0.039
H 4.21 0.39 2.53 0.087
H 2.87 1.94 3.91 0.123
H 0.77 1.99 1.70 0.015
H 1.93 3.31 1.99 0.078
H 0.76 2.86 3.24 0.081
H 2.10 0.86 5.58 0.109
H 0.93 -1.03 6.64 0.100
H -0.20 -2.70 5.23 0.107
H -0.40 -2.58 1.54 0.089
H -1.99 -3.28 4.04 0.072
H -2.44 -3.57 2.36 0.075
H -2.34 -1.91 2.99 0.055
H 0.18 -4.57 3.77 0.077
H 1.27 -4.23 2.42 0.072
H -0.31 -4.96 2.12 0.080
H 2.10 -2.48 1.25 0.138
H 2.48 -3.73 -1.18 0.100
H 1.54 -3.21 -3.65 0.092
H -1.47 0.26 -2.52 0.041
H -2.02 -1.26 -3.28 0.084
H -1.92 0.23 -4.24 0.087
H 0.67 1.31 -3.22 0.050
H 0.34 1.15 -4.95 0.083
H 1.81 0.46 -4.25 0.094
H -0.49 -2.47 -4.93 0.084
H 1.02 -1.71 -5.42 0.086
H -0.51 -0.98 -5.88 0.081
B 4.42 1.48 -2.02 -0.414
C 2.98 1.57 -1.40 -0.195
N 1.93 1.66 -0.91 0.005
H 4.41 0.49 -2.71 0.006
H 4.58 2.48 -2.67 0.002
H 5.19 1.39 -1.09 0.001

Entry 2:
42
Properties=species:S:1:pos:R:3:lowdin_charge:R:1 method="wB97M-V/def2-TZVPD" orbital_gap_ev=6.461 total_charge=+1 total_energy_ha=-1644.0564 multiplicity=1 e_lumo_ha=-0.15729 mol_weight_g_mol=550.776
Au 0.27 0.66 -0.77 1.341
Cl -4.70 -4.47 -1.99 0.716
C -3.71 -3.09 -1.84 -0.681
C -4.21 -1.84 -2.26 -0.060
C -3.39 -0.74 -2.18 0.008
C -2.07 -0.80 -1.68 -0.294
O -1.38 0.29 -1.76 -0.190
C -1.61 -2.07 -1.14 -0.126
C -0.40 -2.25 -0.43 0.000
N 0.46 -1.28 -0.14 -0.057
C 1.52 -1.41 0.69 -0.200
C 1.82 -2.56 1.46 0.021
C 2.94 -2.59 2.26 -0.048
C 3.80 -1.51 2.32 -0.001
C 3.51 -0.32 1.63 -0.137
C 4.31 0.84 1.73 0.043
C 3.92 1.98 1.06 -0.014
C 2.77 1.96 0.29 -0.057
N 2.00 0.87 0.15 -0.047
C 2.35 -0.26 0.81 -0.137
C -2.45 -3.19 -1.29 -0.052
H -5.22 -1.76 -2.62 0.117
H -3.73 0.23 -2.51 0.122
H -0.20 -3.25 -0.07 0.130
H 1.15 -3.41 1.45 0.111
H 3.14 -3.47 2.85 0.119
H 4.69 -1.55 2.93 0.121
H 5.19 0.82 2.34 0.131
H 4.49 2.89 1.13 0.120
H 2.46 2.84 -0.25 0.107
H -2.10 -4.15 -0.94 0.117
N -2.52 3.26 1.36 0.188
C -1.64 2.56 0.64 -0.547
O -1.05 1.60 1.12 -0.026
C -1.44 3.00 -0.80 -0.178
C -0.07 2.59 -1.32 -0.248
H -2.70 2.98 2.32 0.126
H -3.02 4.05 1.00 0.115
H -1.59 4.07 -0.88 0.122
H -2.22 2.50 -1.38 0.112
H 0.68 3.26 -0.91 0.044
H -0.05 2.69 -2.40 0.071

Entry 3:
64
Properties=species:S:1:pos:R:3:lowdin_charge:R:1 method="wB97M-V/def2-TZVPD" orbital_gap_ev=8.028 total_energy_ha=-1474.6248 multiplicity=1 e_lumo_ha=0.01057 mol_weight_g_mol=449.551 smiles="COc1ccc(CCN(Cc2cc3cc(C)ccc3[nH]c2=O)C(=O)N2CCCC2)cc1OC" e_above_lowest_ev=1.534
C 4.05 1.79 0.52 -0.080
O 3.73 0.43 0.65 -0.115
C 2.50 0.09 1.19 -0.205
C 1.50 1.02 1.43 -0.013
C 0.28 0.65 1.97 -0.029
C 0.03 -0.68 2.29 -0.223
C 1.02 -1.61 2.03 0.042
C 2.25 -1.26 1.49 -0.206
O 3.10 -2.31 1.25 -0.088
C 4.50 -2.10 1.29 -0.075
H 4.79 -1.53 2.17 0.101
H 4.93 -3.10 1.34 0.094
H 4.85 -1.58 0.39 0.077
H 0.86 -2.65 2.26 0.138
C -1.26 -1.08 2.93 -0.119
H -1.68 -0.22 3.45 0.102
H -1.09 -1.88 3.65 0.120
C -2.31 -1.60 1.93 -0.114
N -2.65 -0.70 0.84 -0.015
C -3.15 0.53 1.12 -0.489
O -3.13 1.00 2.24 0.056
N -3.67 1.24 0.02 -0.055
C -4.81 0.67 -0.70 -0.173
C -5.98 1.62 -0.39 -0.164
C -5.28 2.97 -0.39 -0.169
C -3.94 2.66 0.28 -0.153
H -3.98 2.82 1.36 0.114
H -3.12 3.25 -0.13 0.116
H -5.12 3.31 -1.42 0.108
H -5.83 3.74 0.15 0.108
H -6.38 1.40 0.60 0.117
H -6.78 1.54 -1.12 0.109
H -4.61 0.68 -1.77 0.119
H -5.01 -0.35 -0.38 0.126
C -2.38 -1.19 -0.50 -0.093
C -0.91 -1.29 -0.82 -0.090
C -0.21 -0.23 -1.29 0.057
C 1.15 -0.34 -1.69 -0.148
C 1.89 0.73 -2.22 0.007
C 3.20 0.57 -2.61 -0.289
C 3.80 -0.69 -2.46 -0.034
C 3.11 -1.75 -1.94 -0.009
C 1.77 -1.60 -1.55 -0.192
N 1.05 -2.64 -1.05 0.185
C -0.26 -2.59 -0.65 -0.432
O -0.81 -3.59 -0.21 0.046
H 1.52 -3.52 -0.89 0.169
H 3.58 -2.72 -1.83 0.120
H 4.83 -0.81 -2.76 0.118
C 3.98 1.70 -3.21 -0.054
H 4.18 1.50 -4.26 0.083
H 3.43 2.64 -3.14 0.076
H 4.94 1.81 -2.70 0.076
H 1.40 1.68 -2.32 0.124
H -0.70 0.73 -1.40 0.134
H -2.83 -0.52 -1.22 0.104
H -2.82 -2.19 -0.60 0.137
H -1.96 -2.53 1.49 0.109
H -3.23 -1.80 2.50 0.131
H -0.47 1.39 2.16 0.114
H 1.67 2.06 1.20 0.107
H 3.97 2.31 1.48 0.100
H 5.08 1.81 0.18 0.097
H 3.42 2.28 -0.22 0.084

Entry 4:
54
Properties=species:S:1:pos:R:3:lowdin_charge:R:1 method="wB97M-V/def2-TZVPD" orbital_gap_ev=10.575 total_charge=+1 total_energy_ha=-1228.1143 multiplicity=1 e_lumo_ha=-0.08478 mol_weight_g_mol=329.363 e_above_lowest_ev=0.000
O -4.30 2.26 1.25 0.200
H -4.59 2.09 2.18 0.103
H -3.50 2.90 1.32 0.101
H -4.12 1.36 0.88 0.121
C -1.61 -0.94 0.29 -0.218
C -0.88 0.35 -0.10 -0.207
O -1.87 1.33 -0.33 -0.098
O -2.61 -0.71 1.29 -0.075
H -0.87 -1.61 0.74 0.124
H -1.98 -1.45 -0.60 0.118
H -0.38 0.13 -1.05 0.125
H -0.21 0.75 0.65 0.108
H -2.69 0.97 -0.72 0.034
H -2.71 -1.53 1.77 0.088
C -1.03 3.21 1.89 -0.223
C -0.43 3.99 3.06 -0.218
O -0.11 5.33 2.64 -0.054
O -2.23 3.81 1.44 -0.059
H -1.34 2.24 2.28 0.120
H -0.26 2.99 1.15 0.121
H 0.39 3.40 3.48 0.128
H -1.20 4.20 3.81 0.119
H 0.83 5.31 2.40 0.096
H -2.03 4.74 1.23 0.128
C -4.75 0.85 -2.57 -0.214
C -4.73 -0.35 -3.49 -0.223
O -5.58 -1.37 -2.94 -0.054
O -4.33 0.47 -1.26 -0.092
H -5.76 1.27 -2.54 0.108
H -4.13 1.68 -2.92 0.133
H -3.71 -0.76 -3.50 0.126
H -4.97 -0.10 -4.52 0.128
H -6.43 -0.93 -2.84 0.097
H -4.75 -0.37 -1.03 0.105
C -6.53 3.60 -1.13 -0.216
C -6.52 4.87 -0.29 -0.235
O -5.83 4.72 0.94 -0.069
O -7.47 2.57 -0.72 -0.081
H -5.51 3.29 -1.34 0.102
H -7.12 3.87 -2.03 0.125
H -7.54 5.20 -0.05 0.127
H -6.14 5.76 -0.80 0.127
H -6.36 4.25 1.59 0.080
H -7.85 2.86 0.12 0.074
C -5.04 1.50 4.71 -0.220
C -5.19 0.17 4.01 -0.186
O -5.72 0.44 2.69 -0.083
O -4.10 2.35 4.06 -0.059
H -4.56 1.26 5.67 0.131
H -6.00 1.93 4.98 0.131
H -5.84 -0.53 4.53 0.132
H -4.23 -0.33 3.82 0.117
H -6.29 -0.28 2.42 0.101
H -3.73 2.95 4.71 0.107

Entry 5:
128
Properties=species:S:1:pos:R:3:lowdin_charge:R:1 method="wB97M-V/def2-TZVPD" orbital_gap_ev=8.159 total_charge=+1 total_energy_ha=-3459.1321 multiplicity=1 e_lumo_ha=-0.11954 mol_weight_g_mol=946.936
N -0.94 3.84 -0.54 0.365
C -0.22 4.62 0.52 -0.633
F -0.99 4.58 1.60 0.185
F 0.96 4.12 0.77 0.233
F -0.16 5.88 0.13 0.220
H -1.45 4.51 -1.12 0.195
H -1.59 3.20 -0.07 0.188
H -0.31 3.31 -1.16 0.176
O -0.76 0.87 -1.67 0.086
C 0.05 0.47 -0.87 -0.495
O 1.20 1.13 -0.63 0.002
C 2.01 0.36 0.30 -0.126
C 1.03 -0.54 1.03 -0.127
C -0.03 -0.79 -0.05 -0.062
H 2.75 -0.21 -0.28 0.133
H 2.54 1.04 0.96 0.112
H 1.48 -1.45 1.41 0.128
H 0.58 -0.01 1.87 0.112
H 0.23 -1.64 -0.69 0.102
H -1.03 -0.91 0.38 0.135
O 1.40 -2.48 -2.06 0.078
C 0.79 -2.70 -3.08 -0.476
O -0.38 -3.34 -3.09 0.042
C -0.82 -3.55 -4.45 -0.122
C -0.09 -2.51 -5.27 -0.159
C 1.22 -2.36 -4.49 -0.050
H -0.56 -4.57 -4.74 0.122
H -1.90 -3.44 -4.50 0.120
H 0.04 -2.79 -6.31 0.088
H -0.64 -1.57 -5.24 0.104
H 1.97 -3.08 -4.81 0.136
H 1.62 -1.36 -4.54 0.127
O -0.06 -4.57 -7.77 0.105
C 0.52 -5.61 -7.59 -0.478
O 1.84 -5.74 -7.82 0.030
C 2.24 -7.11 -7.62 -0.149
C 1.17 -7.71 -6.71 -0.149
C -0.07 -6.92 -7.13 -0.090
H 2.28 -7.60 -8.59 0.127
H 3.23 -7.13 -7.17 0.124
H 1.07 -8.78 -6.81 0.119
H 1.41 -7.49 -5.67 0.121
H -0.59 -7.39 -7.97 0.137
H -0.75 -6.77 -6.31 0.083
O -2.17 -0.32 4.08 0.125
C -2.50 0.83 4.14 -0.489
O -2.93 1.51 3.04 0.007
C -3.15 2.89 3.38 -0.166
C -3.36 2.91 4.89 -0.138
C -2.48 1.75 5.34 -0.062
H -2.28 3.46 3.08 0.093
H -4.02 3.26 2.83 0.127
H -3.11 3.86 5.34 0.122
H -4.40 2.69 5.12 0.102
H -1.45 2.06 5.52 0.131
H -2.87 1.24 6.22 0.127
O 5.60 4.70 5.61 0.127
C 4.96 4.55 4.62 -0.499
O 3.70 4.02 4.62 0.016
C 3.23 3.87 3.28 -0.167
C 4.06 4.84 2.45 -0.155
C 5.39 4.85 3.20 -0.063
H 3.39 2.83 2.97 0.121
H 2.17 4.09 3.24 0.107
H 4.14 4.55 1.40 0.116
H 3.61 5.84 2.48 0.104
H 6.06 4.06 2.86 0.111
H 5.89 5.82 3.14 0.136
O -1.06 -0.96 -7.69 0.131
C -2.24 -1.15 -7.65 -0.474
O -2.87 -1.65 -6.55 0.003
C -4.26 -1.88 -6.84 -0.154
C -4.58 -0.96 -8.01 -0.153
C -3.25 -0.93 -8.76 -0.067
H -4.40 -2.93 -7.09 0.127
H -4.85 -1.65 -5.95 0.123
H -5.42 -1.30 -8.61 0.116
H -4.82 0.04 -7.64 0.117
H -3.16 -1.75 -9.47 0.135
H -3.07 0.02 -9.25 0.126
O -1.73 -8.42 -5.34 0.110
C -2.89 -8.69 -5.25 -0.472
O -3.43 -9.24 -4.14 0.037
C -4.81 -9.55 -4.36 -0.148
C -5.25 -8.65 -5.51 -0.153
C -3.95 -8.53 -6.32 -0.070
H -4.89 -10.61 -4.61 0.129
H -5.37 -9.36 -3.45 0.125
H -6.09 -9.05 -6.07 0.117
H -5.53 -7.67 -5.12 0.117
H -3.85 -9.34 -7.04 0.134
H -3.86 -7.57 -6.81 0.124
O 8.28 3.32 2.56 0.103
C 8.82 2.99 3.58 -0.486
O 10.05 3.39 3.92 0.037
C 10.47 2.75 5.14 -0.146
C 9.18 2.34 5.83 -0.147
C 8.26 2.06 4.64 -0.072
H 11.10 1.90 4.89 0.128
H 11.05 3.46 5.73 0.126
H 9.30 1.50 6.51 0.117
H 8.78 3.18 6.41 0.120
H 8.35 1.03 4.29 0.133
H 7.22 2.29 4.86 0.112
O -7.12 2.51 6.86 0.131
C -7.01 1.36 6.55 -0.486
O -5.93 0.90 5.86 -0.007
C -6.11 -0.49 5.53 -0.148
C -7.13 -1.01 6.53 -0.149
C -7.98 0.23 6.79 -0.069
H -6.47 -0.56 4.50 0.128
H -5.15 -1.00 5.59 0.124
H -7.68 -1.87 6.18 0.118
H -6.62 -1.30 7.46 0.120
H -8.80 0.32 6.07 0.133
H -8.37 0.27 7.80 0.128
O 1.88 10.49 5.25 0.132
C 2.30 9.39 5.41 -0.488
O 3.60 9.05 5.17 0.034
C 3.78 7.64 5.35 -0.155
C 2.64 7.19 6.25 -0.145
C 1.53 8.16 5.85 -0.074
H 3.75 7.16 4.36 0.107
H 4.75 7.45 5.79 0.128
H 2.38 6.14 6.12 0.108
H 2.91 7.35 7.29 0.124
H 0.95 7.79 5.00 0.123
H 0.86 8.40 6.67 0.125

Entry 6:
79
Properties=species:S:1:pos:R:3:lowdin_charge:R:1 method="wB97M-V/def2-TZVPD" orbital_gap_ev="4.084 / 4.157" total_charge=+2 total_energy_ha=-2989.4185 multiplicity=1 e_lumo_ha="-0.31018 / -0.31062" mol_weight_g_mol=749.868
Ru -0.36 -0.10 -0.54 0.769
C 0.94 -3.28 -0.06 0.000
C 0.90 -2.23 1.01 -0.252
N -0.11 -1.40 1.07 -0.119
N -0.41 -0.96 2.35 0.000
C -1.11 0.13 2.37 -1.044
S -1.55 1.03 0.94 0.703
S -1.71 0.81 3.86 0.980
C -0.43 0.27 5.06 -0.370
C 0.45 1.40 5.52 -0.305
C 0.35 1.88 6.81 -0.036
C 1.17 2.93 7.24 -0.061
C 2.08 3.49 6.36 -0.071
C 2.17 3.02 5.06 -0.072
C 1.36 1.98 4.64 -0.063
C 1.97 -2.08 1.99 -0.077
C 2.56 -3.12 2.67 -0.007
C 3.55 -2.86 3.63 0.010
C 4.01 -1.54 3.87 -0.026
C 3.51 -0.49 3.16 0.039
C 2.48 -0.70 2.15 -0.339
O 2.11 0.23 1.42 0.036
H -0.02 -3.80 -0.09 0.088
H 1.13 -2.86 -1.04 0.042
H 1.74 -3.99 0.15 0.099
H -0.97 -0.18 5.89 0.086
H 0.12 -0.52 4.55 0.067
H -0.36 1.44 7.50 0.118
H 1.08 3.29 8.25 0.112
H 2.71 4.31 6.69 0.110
H 2.88 3.47 4.37 0.107
H 1.42 1.63 3.61 0.093
H 2.21 -4.13 2.53 0.129
H 3.95 -3.67 4.21 0.124
H 4.78 -1.38 4.61 0.126
H 3.87 0.52 3.30 0.127
N 2.73 0.74 -3.26 0.155
C 3.40 -0.38 -2.81 -0.023
C 2.63 -0.91 -1.83 -0.082
N 1.49 -0.14 -1.68 0.016
C 1.60 0.84 -2.56 -0.261
C 0.52 1.80 -2.62 -0.263
N -0.52 1.55 -1.85 -0.061
C -1.42 2.58 -2.04 -0.112
C -0.90 3.45 -2.95 -0.020
N 0.34 2.94 -3.31 0.154
H 3.05 1.35 -3.99 0.177
H 4.36 -0.67 -3.20 0.133
H 2.84 -1.75 -1.21 0.107
H -2.36 2.63 -1.52 0.112
H -1.28 4.37 -3.35 0.135
H 0.99 3.38 -3.93 0.177
C -3.18 -0.27 -2.53 -0.201
P -1.79 -1.25 -1.91 0.914
C -2.58 -2.72 -1.22 -0.365
C -2.75 -2.87 0.16 -0.099
C -3.45 -3.97 0.65 -0.053
C -3.97 -4.91 -0.23 -0.047
C -3.82 -4.75 -1.60 -0.049
C -3.13 -3.66 -2.10 -0.087
C -0.84 -1.75 -3.36 -0.356
C -0.23 -3.00 -3.43 -0.100
C 0.55 -3.34 -4.53 -0.050
C 0.73 -2.43 -5.56 -0.054
C 0.12 -1.18 -5.50 -0.062
C -0.65 -0.84 -4.40 -0.100
H -3.79 -0.90 -3.17 0.071
H -2.85 0.60 -3.09 0.028
H -3.77 0.06 -1.67 0.063
H -2.37 -2.14 0.84 0.071
H -3.59 -4.08 1.71 0.116
H -4.51 -5.76 0.16 0.118
H -4.24 -5.48 -2.28 0.118
H -3.01 -3.55 -3.17 0.115
H -0.39 -3.73 -2.65 0.100
H 1.00 -4.32 -4.59 0.118
H 1.33 -2.70 -6.42 0.117
H 0.24 -0.48 -6.32 0.113
H -1.14 0.13 -4.38 0.097

Repeat the third record exactly.
64
Properties=species:S:1:pos:R:3:lowdin_charge:R:1 method="wB97M-V/def2-TZVPD" orbital_gap_ev=8.028 total_energy_ha=-1474.6248 multiplicity=1 e_lumo_ha=0.01057 mol_weight_g_mol=449.551 smiles="COc1ccc(CCN(Cc2cc3cc(C)ccc3[nH]c2=O)C(=O)N2CCCC2)cc1OC" e_above_lowest_ev=1.534
C 4.05 1.79 0.52 -0.080
O 3.73 0.43 0.65 -0.115
C 2.50 0.09 1.19 -0.205
C 1.50 1.02 1.43 -0.013
C 0.28 0.65 1.97 -0.029
C 0.03 -0.68 2.29 -0.223
C 1.02 -1.61 2.03 0.042
C 2.25 -1.26 1.49 -0.206
O 3.10 -2.31 1.25 -0.088
C 4.50 -2.10 1.29 -0.075
H 4.79 -1.53 2.17 0.101
H 4.93 -3.10 1.34 0.094
H 4.85 -1.58 0.39 0.077
H 0.86 -2.65 2.26 0.138
C -1.26 -1.08 2.93 -0.119
H -1.68 -0.22 3.45 0.102
H -1.09 -1.88 3.65 0.120
C -2.31 -1.60 1.93 -0.114
N -2.65 -0.70 0.84 -0.015
C -3.15 0.53 1.12 -0.489
O -3.13 1.00 2.24 0.056
N -3.67 1.24 0.02 -0.055
C -4.81 0.67 -0.70 -0.173
C -5.98 1.62 -0.39 -0.164
C -5.28 2.97 -0.39 -0.169
C -3.94 2.66 0.28 -0.153
H -3.98 2.82 1.36 0.114
H -3.12 3.25 -0.13 0.116
H -5.12 3.31 -1.42 0.108
H -5.83 3.74 0.15 0.108
H -6.38 1.40 0.60 0.117
H -6.78 1.54 -1.12 0.109
H -4.61 0.68 -1.77 0.119
H -5.01 -0.35 -0.38 0.126
C -2.38 -1.19 -0.50 -0.093
C -0.91 -1.29 -0.82 -0.090
C -0.21 -0.23 -1.29 0.057
C 1.15 -0.34 -1.69 -0.148
C 1.89 0.73 -2.22 0.007
C 3.20 0.57 -2.61 -0.289
C 3.80 -0.69 -2.46 -0.034
C 3.11 -1.75 -1.94 -0.009
C 1.77 -1.60 -1.55 -0.192
N 1.05 -2.64 -1.05 0.185
C -0.26 -2.59 -0.65 -0.432
O -0.81 -3.59 -0.21 0.046
H 1.52 -3.52 -0.89 0.169
H 3.58 -2.72 -1.83 0.120
H 4.83 -0.81 -2.76 0.118
C 3.98 1.70 -3.21 -0.054
H 4.18 1.50 -4.26 0.083
H 3.43 2.64 -3.14 0.076
H 4.94 1.81 -2.70 0.076
H 1.40 1.68 -2.32 0.124
H -0.70 0.73 -1.40 0.134
H -2.83 -0.52 -1.22 0.104
H -2.82 -2.19 -0.60 0.137
H -1.96 -2.53 1.49 0.109
H -3.23 -1.80 2.50 0.131
H -0.47 1.39 2.16 0.114
H 1.67 2.06 1.20 0.107
H 3.97 2.31 1.48 0.100
H 5.08 1.81 0.18 0.097
H 3.42 2.28 -0.22 0.084